{
  "formula": "C25H41BiBr2N6OS2Si",
  "method": "the ωB97M-V functional and the def2-TZVPD basis",
  "max_force_ev_per_a": 0.3,
  "multiplicity": 1,
  "energy_ha": -7829.091859,
  "homo_lumo_gap_ev": 7.42,
  "de_lowest_ev": 0.000,
  "charge": 2,
  "elements": ["Bi", "Br", "C", "C", "C", "N", "C", "C", "C", "C", "C", "Br", "C", "C", "N", "H", "H", "H", "H", "H", "H", "C", "Si", "C", "C", "C", "H", "H", "H", "H", "H", "H", "H", "H", "H", "H", "H", "C", "C", "S", "O", "C", "C", "H", "H", "H", "H", "H", "H", "H", "H", "H", "H", "N", "C", "N", "S", "H", "H", "H", "H", "N", "C", "N", "C", "C", "C", "C", "C", "H", "H", "H", "H", "H", "H", "H", "H", "H", "H"],
  "positions_angstrom": [[0.7693, -0.1930, 0.6567], [2.3330, -0.1479, 7.4994], [1.8956, -0.1756, 5.6882], [0.5749, -0.2234, 5.2878], [0.3105, -0.2295, 3.9355], [1.2765, -0.1922, 3.0017], [2.5661, -0.1598, 3.3963], [2.9006, -0.1428, 4.7365], [3.6136, -0.1378, 2.3322], [4.9642, -0.1932, 2.6284], [5.8800, -0.1609, 1.5914], [7.7058, -0.2378, 1.9648], [5.4391, -0.0737, 0.2842], [4.0784, -0.0315, 0.0697], [3.1834, -0.0605, 1.0645], [-0.2321, -0.2495, 6.0074], [-0.7071, -0.2600, 3.5713], [3.9304, -0.0969, 5.0564], [5.3188, -0.2661, 3.6454], [6.1346, -0.0429, -0.5433], [3.6841, 0.0327, -0.9391], [-1.6446, 2.8770, 2.2204], [-0.6274, 3.1411, 0.6804], [-0.0443, 4.9040, 0.6555], [-1.5785, 2.7765, -0.8900], [0.8969, 2.0326, 0.7206], [-2.4988, 3.5632, 2.2319], [-1.0383, 3.1041, 3.1057], [-2.0287, 1.8563, 2.3230], [-0.9006, 5.5879, 0.6791], [0.5363, 5.1276, -0.2453], [0.5807, 5.1273, 1.5260], [-2.5755, 3.2314, -0.8701], [-1.6831, 1.7018, -1.0777], [-1.0451, 3.2045, -1.7458], [1.5041, 2.2701, 1.6053], [1.5086, 2.2517, -0.1688], [2.7072, -1.6213, -4.5559], [1.3930, -1.3434, -3.8295], [1.4782, 0.2248, -2.9464], [0.4208, 0.1669, -1.8428], [0.8251, 1.3597, -4.1849], [-0.6568, 1.1584, -4.4685], [2.6087, -2.5200, -5.1647], [3.5238, -1.7817, -3.8497], [2.9858, -0.8031, -5.2254], [1.1918, -2.0662, -3.0366], [0.5400, -1.3156, -4.5064], [1.4614, 1.2319, -5.0655], [1.0282, 2.3461, -3.7651], [-0.8458, 0.2855, -5.0922], [-1.0378, 2.0314, -5.0003], [-1.2165, 1.0575, -3.5380], [2.6533, -5.8584, 1.0942], [1.7759, -5.0904, 0.4405], [0.7156, -5.7145, -0.0913], [1.9944, -3.4178, 0.3024], [2.5567, -6.8574, 1.1620], [3.4723, -5.4271, 1.4811], [0.6149, -6.7155, -0.0774], [0.0732, -5.1739, -0.6379], [-1.5848, -0.3193, 1.3631], [-2.6391, -0.3407, 0.8603], [-3.8219, -0.3650, 0.3283], [-4.7175, 0.8221, 0.4035], [-5.1785, 1.2194, -0.9915], [-5.5399, -0.0151, -1.8554], [-5.6530, -1.2884, -1.0169], [-4.3262, -1.6026, -0.3435], [-4.1723, 1.6253, 0.8919], [-5.5605, 0.5607, 1.0410], [-4.3940, 1.8013, -1.4768], [-6.0384, 1.8798, -0.8754], [-4.7700, -0.1723, -2.6162], [-6.4716, 0.1601, -2.3911], [-5.9177, -2.1412, -1.6404], [-6.4427, -1.1905, -0.2691], [-3.5931, -1.9053, -1.0911], [-4.4236, -2.3989, 0.3922]]
}

{
  "formula": "C25H41Br9F16O10P2",
  "method": "the ωB97M-V functional and the def2-TZVPD basis",
  "max_force_ev_per_a": 4.9,
  "multiplicity": 1,
  "energy_ha": -27176.344820,
  "homo_lumo_gap_ev": 9.52,
  "elements": ["C", "C", "O", "P", "O", "O", "C", "C", "O", "C", "C", "H", "H", "H", "H", "H", "H", "H", "H", "H", "H", "H", "H", "H", "H", "H", "C", "C", "O", "P", "O", "O", "C", "C", "O", "C", "C", "H", "H", "H", "H", "H", "H", "H", "H", "H", "H", "H", "H", "H", "H", "H", "C", "C", "C", "F", "F", "F", "F", "O", "C", "C", "F", "F", "F", "F", "H", "H", "H", "H", "C", "C", "C", "F", "F", "F", "F", "O", "C", "C", "F", "F", "F", "F", "H", "H", "H", "H", "C", "Br", "Br", "Br", "H", "C", "Br", "Br", "Br", "H", "C", "Br", "Br", "Br", "H"],
  "positions_angstrom": [[4.3167, 3.3882, -1.2937], [5.0540, 3.4407, 0.0779], [4.2152, 3.8787, 1.1022], [4.4893, 5.3724, 1.7139], [4.3719, 6.5600, 0.8364], [6.0386, 5.2207, 2.2555], [6.4884, 4.1949, 3.0969], [8.0031, 4.0389, 3.1822], [3.6753, 5.4307, 3.1022], [2.3068, 5.6972, 3.2314], [1.5941, 4.3607, 3.5065], [3.3683, 2.8520, -1.3256], [3.9806, 4.3889, -1.5650], [4.9891, 3.0355, -2.0757], [5.3962, 2.4345, 0.3201], [5.9694, 4.0188, -0.0485], [6.0300, 4.3541, 4.0729], [6.0727, 3.2236, 2.8286], [8.3680, 3.2738, 3.8675], [8.2950, 3.6830, 2.1942], [8.4890, 5.0027, 3.3340], [2.0670, 6.2858, 4.1169], [1.8704, 6.2122, 2.3755], [1.8783, 3.8882, 4.4468], [0.5504, 4.6643, 3.5885], [1.7276, 3.7302, 2.6275], [-3.8748, 2.4749, 0.9636], [-4.9132, 2.6783, 1.9830], [-5.5714, 1.4482, 2.2236], [-5.3410, 0.6299, 3.5518], [-4.1123, -0.1851, 3.5152], [-5.3030, 1.6742, 4.7536], [-5.1136, 1.2255, 6.0602], [-3.6512, 1.1726, 6.5166], [-6.7576, -0.1510, 3.8468], [-6.9633, -1.5027, 3.4803], [-6.2590, -2.3489, 4.5196], [-3.4197, 3.4137, 0.6479], [-3.0246, 1.8603, 1.2593], [-4.2028, 1.9491, 0.0669], [-4.5364, 3.1857, 2.8711], [-5.6776, 3.3376, 1.5718], [-5.5900, 2.0064, 6.6530], [-5.7179, 0.3451, 6.2789], [-3.5223, 0.9282, 7.5710], [-3.0980, 0.3663, 6.0349], [-3.1119, 2.0921, 6.2892], [-8.0244, -1.7481, 3.4359], [-6.5289, -1.6658, 2.4940], [-6.3182, -3.4039, 4.2521], [-5.1999, -2.1260, 4.6486], [-6.7215, -2.1694, 5.4901], [3.5718, -8.2112, -3.3971], [4.1950, -8.0977, -1.9336], [4.2709, -9.4843, -1.2054], [3.0740, -10.1147, -1.2309], [5.1900, -10.2961, -1.7161], [5.3657, -7.4623, -1.9237], [3.4568, -7.3375, -1.1656], [3.8256, -7.0497, -4.2256], [3.1466, -6.9404, -5.4572], [3.7692, -5.7475, -6.3117], [5.0642, -5.6459, -6.3545], [3.2460, -5.4488, -7.5108], [3.2195, -8.0646, -6.2333], [1.8307, -6.7583, -5.2226], [2.4938, -8.3401, -3.2994], [4.0866, -9.0233, -3.9105], [4.6048, -9.4006, -0.1712], [3.4888, -4.9551, -5.6177], [-3.1068, 4.7701, -5.9435], [-4.6450, 4.5029, -5.9204], [-5.5142, 5.6509, -5.2814], [-6.7339, 5.2476, -4.8579], [-4.9173, 6.1392, -4.2417], [-5.1211, 4.3607, -7.1368], [-4.9216, 3.4073, -5.2075], [-2.3989, 3.6686, -6.5422], [-1.1376, 3.4065, -5.9554], [-0.6785, 1.9877, -6.4254], [-0.6834, 1.7671, -7.7616], [0.5168, 1.5875, -6.0149], [-0.2951, 4.3401, -6.2711], [-1.2905, 3.4897, -4.6115], [-2.7750, 5.0457, -4.9424], [-2.9786, 5.6680, -6.5480], [-5.7270, 6.4359, -6.0072], [-1.3418, 1.1894, -6.0924], [0.8183, -2.8855, 5.2891], [1.9855, -4.2737, 4.5483], [1.7639, -1.2769, 5.9969], [-0.3606, -3.6952, 6.5978], [0.1575, -2.5593, 4.4860], [1.5646, -2.3497, -1.0704], [0.0852, -2.4627, -2.4995], [1.1458, -0.8502, 0.1446], [3.4212, -2.0458, -1.8637], [1.5028, -3.2788, -0.5040], [-2.8543, -7.2936, 0.1897], [-2.2695, -5.7864, 1.3054], [-1.8445, -8.8635, 0.9262], [-2.3857, -7.3639, -1.7435], [-3.9316, -7.4196, 0.2974]]
}